(1)
Below is a 2-piece molecular cluster, C6H16N overall, with properties calculated with the ωB97M-V functional and the def2-TZVPD basis.

Output
Charge: +1
E_tot: -7962.293 eV
HOMO energy: -13.647 eV
Gap between HOMO and LUMO: 9.29 eV
E_LUMO: -4.353 eV

Geometry (Å):
1 C 0.1789 -2.3394 1.3004
2 C 0.3343 -0.9215 0.7563
3 C -0.5972 -0.5165 -0.1796
4 C -0.4602 0.3188 1.4483
5 C 0.4798 1.6050 1.3298
6 C 0.1561 2.5293 0.1581
7 N -0.0023 -0.8408 -3.5107
8 H -0.7914 -2.5153 1.7453
9 H 0.9420 -2.5483 2.0317
10 H 0.1813 -2.9917 0.4348
11 H 1.3723 -0.7317 0.5322
12 H -1.5089 -1.0670 -0.3230
13 H -0.3875 0.0420 -1.0836
14 H -1.4134 0.8279 1.2699
15 H -0.3524 -0.0627 2.4621
16 H 1.4907 1.2124 1.3675
17 H 0.3621 2.1378 2.2480
18 H -0.5702 2.0465 -0.5020
19 H -0.3114 3.4322 0.5220
20 H 1.0042 2.7766 -0.4561
21 H 0.9171 -0.9351 -3.9114
22 H -0.4269 0.0593 -3.6683
23 H -0.5969 -1.5180 -3.9717

(2)
Below is an isolated ion of composition C6H16N2 and charge -1, with properties calculated with the ωB97M-V functional and the def2-TZVPD basis.

Output
⟨S²⟩: 0.750
Charge: -1
E_tot: -9457.157 eV
Spin multiplicity: 2
HOMO energy (alpha / beta): 1.231 / -4.646 eV
Gap between HOMO and LUMO (alpha / beta): 2.67 / 8.34 eV
E_LUMO (alpha / beta): 3.897 / 3.693 eV

Geometry (Å):
1 C 0.2152 2.1414 -0.9261
2 C -0.3046 1.2055 -1.9763
3 C -0.7868 -0.2290 -1.5406
4 C -1.4285 -0.3835 -0.0900
5 C -0.7810 0.0288 1.3136
6 N 0.1615 -0.7212 2.0642
7 C 1.0308 -1.7181 1.2816
8 N 2.3065 -1.1953 0.8420
9 H -0.3571 3.1132 -1.0217
10 H 0.4630 1.6245 0.0153
11 H 1.2289 2.3453 -1.2810
12 H -1.1971 1.6937 -2.5079
13 H 0.3973 1.0418 -2.7492
14 H 0.0852 -1.0009 -1.5072
15 H -1.5247 -0.7402 -2.2580
16 H -2.5372 0.0741 -0.2045
17 H -1.7659 -1.4185 -0.0651
18 H -1.8088 0.0372 1.9939
19 H -0.2381 1.0652 1.3303
20 H -0.3387 -1.0057 2.9306
21 H 1.4912 -2.5004 2.0298
22 H 0.5012 -2.2843 0.5758
23 H 2.4139 -0.4683 0.0760
24 H 2.7737 -0.7054 1.6747

(3)
Below is the molecule C6H16N2, with properties calculated with the ωB97M-V functional and the def2-TZVPD basis.

Output
E_tot: -9460.684 eV
HOMO energy: -8.160 eV
Gap between HOMO and LUMO: 9.27 eV
E_LUMO: 1.108 eV
SMILES: CCCNCCNC

Geometry (Å):
1 C 1.6112 2.1312 0.9865
2 C 2.3084 0.7393 0.8739
3 C 2.2195 0.0224 -0.4937
4 N 1.2519 -1.0277 -0.5841
5 C -0.1087 -0.7040 -1.0174
6 C -1.1210 -0.6454 0.1199
7 N -2.4041 -0.0821 -0.3443
8 C -3.4352 -1.0909 -0.5188
9 H 1.1319 2.4158 0.0452
10 H 0.8278 2.0827 1.7405
11 H 2.3409 2.8909 1.2359
12 H 1.8398 0.0615 1.6020
13 H 3.2962 0.8431 1.3241
14 H 3.2356 -0.3475 -0.7188
15 H 2.0861 0.7618 -1.2766
16 H 1.3239 -1.7143 0.1481
17 H -0.4183 -1.4540 -1.7456
18 H -0.1003 0.2731 -1.4841
19 H -0.7334 -0.0410 0.9464
20 H -1.2462 -1.6392 0.5774
21 H -2.7009 0.5713 0.3749
22 H -4.3685 -0.6154 -0.8380
23 H -3.6726 -1.6748 0.3769
24 H -3.1638 -1.7569 -1.3303

(4)
Below is C6H16N2 as an isolated structure, with properties calculated with the ωB97M-V functional and the def2-TZVPD basis.

Output
E_tot: -9457.444 eV
HOMO energy: -8.451 eV
Gap between HOMO and LUMO: 9.47 eV
E_LUMO: 1.022 eV

Geometry (Å):
1 C 0.5739 -0.7270 -0.8374
2 N -0.4090 0.3503 -0.7160
3 C -0.8542 0.6329 -2.5879
4 C -0.2567 2.0346 -2.6562
5 C 1.1822 -1.0560 0.5275
6 C 0.0257 -1.3716 1.4981
7 C -0.5159 -0.2325 2.3824
8 N 0.5735 0.1817 3.3130
9 H 0.1047 -1.6709 -1.1268
10 H 1.3592 -0.5533 -1.5902
11 H -1.2460 0.1540 -1.4095
12 H -1.8805 0.7589 -2.9170
13 H -0.3863 -0.2305 -3.0396
14 H -0.7932 2.6219 -1.9143
15 H 0.7982 2.0654 -2.3875
16 H -0.4095 2.5002 -3.6405
17 H 1.6869 -0.1681 0.9315
18 H 1.8857 -1.8823 0.5581
19 H 0.4729 -2.0151 2.2755
20 H -0.7145 -2.0129 1.0152
21 H -0.6059 0.6137 1.6926
22 H -1.4818 -0.4815 2.8237
23 H 0.7420 -0.5015 4.0446
24 H 0.1486 0.9898 3.7606

(5)
Below is a 2-piece molecular cluster, C6H16N2 overall, with properties calculated with the ωB97M-V functional and the def2-TZVPD basis.

Output
E_tot: -9454.400 eV
HOMO energy: -6.394 eV
Gap between HOMO and LUMO: 3.26 eV
E_LUMO: -3.131 eV

Geometry (Å):
1 N -0.2516 0.7720 2.4129
2 C -0.2637 -0.6236 2.3109
3 C -0.3059 -1.4994 3.5826
4 C -0.2655 -1.3718 -1.8741
5 N 0.7281 -0.4830 -2.3192
6 C 0.8479 1.0465 -0.4291
7 C 0.5807 0.8713 -1.9093
8 C -0.7929 1.4736 -2.3862
9 H 0.2896 1.0747 3.2214
10 H -1.0682 -0.9307 1.6292
11 H 0.6264 -0.9245 1.6923
12 H -0.8274 -1.0486 4.4225
13 H -0.9267 -2.3597 3.3271
14 H 0.6978 -1.7857 3.8778
15 H -0.8045 -1.8622 -2.6964
16 H 0.1913 -2.2270 -1.3343
17 H -1.0108 -0.9708 -1.1732
18 H 0.0217 0.5139 0.0383
19 H 0.7896 2.0601 -0.0349
20 H 1.8102 0.6235 -0.1380
21 H 1.2980 1.3803 -2.5658
22 H -0.6900 1.4578 -3.4660
23 H -1.0211 2.4753 -2.0110
24 H -1.6509 0.9259 -1.9907

(6)
Below is the molecule C6H16N2, with properties calculated with the ωB97M-V functional and the def2-TZVPD basis.

Output
E_tot: -9458.325 eV
HOMO energy: -8.436 eV
Gap between HOMO and LUMO: 9.47 eV
E_LUMO: 1.030 eV
SMILES: CCN(C)CCNC

Geometry (Å):
1 C -1.1590 -1.2920 2.9597
2 C -0.0362 -1.2653 1.8692
3 N -0.4957 -0.6346 0.6538
4 C -1.5411 -1.3552 -0.1650
5 C 0.6546 -0.1847 -0.1968
6 C 0.3743 1.2484 -0.6309
7 N 1.4023 1.3385 -1.7362
8 C 1.2224 2.2306 -2.8504
9 H -0.8498 -1.7908 3.8569
10 H -1.6886 -0.3226 3.2309
11 H -1.9042 -2.0530 2.7086
12 H 0.6892 -0.6105 2.4721
13 H 0.5096 -2.2099 1.8255
14 H -1.5778 -2.3187 -0.7118
15 H -2.4497 -1.2298 0.3557
16 H -1.5182 -1.0102 -1.2538
17 H 1.0943 -0.7245 -1.0385
18 H 1.5942 0.0317 0.3624
19 H -0.5617 1.2802 -1.1760
20 H 0.4275 2.0702 0.0630
21 H 2.2974 1.5727 -1.2675
22 H 0.4507 2.9310 -2.5511
23 H 0.8936 1.5127 -3.6778
24 H 2.1717 2.7860 -3.1023

(7)
Below is C6H16N2 as an isolated structure, with properties calculated with the ωB97M-V functional and the def2-TZVPD basis.

Output
E_tot: -9455.488 eV
HOMO energy: -7.682 eV
Gap between HOMO and LUMO: 8.34 eV
E_LUMO: 0.662 eV

Geometry (Å):
1 N 3.4313 -1.0819 0.1900
2 C 2.4783 -0.0172 -0.1403
3 C 2.2575 1.1777 0.7318
4 C 1.8691 -0.2031 -1.3085
5 N -0.6149 0.0565 0.4294
6 C -1.5851 0.9881 0.4009
7 C -3.0527 0.8722 0.1122
8 C -3.3109 -0.4318 -0.5832
9 H 3.4313 -1.1090 1.2044
10 H 3.4315 -2.0008 -0.1870
11 H 0.8872 -2.1431 0.4274
12 H 2.5177 0.9079 1.8429
13 H 2.7981 2.0224 0.3983
14 H 1.1106 1.4293 0.6200
15 H 1.2864 0.5440 -1.7765
16 H 1.7667 -1.1963 -1.6655
17 H 1.1642 -2.6051 0.9188
18 H -1.3535 1.9590 0.8219
19 H -1.0554 0.3365 -0.6221
20 H -3.5396 1.7277 -0.4724
21 H -3.5225 0.9797 1.0569
22 H -4.4820 -0.5239 -0.8064
23 H -3.0589 -1.3148 0.0326
24 H -2.8543 -0.3739 -1.6254

(8)
Below is the molecule C6H16N2, with properties calculated with the ωB97M-V functional and the def2-TZVPD basis.

Output
E_tot: -9460.186 eV
HOMO energy: -8.154 eV
Gap between HOMO and LUMO: 9.27 eV
E_LUMO: 1.120 eV
SMILES: CC[C@@H](C)NCCN

Geometry (Å):
1 C 0.6335 2.1715 -2.2660
2 C 0.7223 0.7094 -1.7888
3 C -0.2700 0.3273 -0.6983
4 C -1.7271 0.3905 -1.3078
5 N 0.1011 -0.9069 -0.0627
6 C -0.2653 -1.0473 1.3488
7 C 0.8812 -1.4020 2.2804
8 N 0.7088 -1.2161 3.6889
9 H 0.6846 2.1269 -3.3531
10 H -0.2055 2.7135 -1.8471
11 H 1.5667 2.7191 -2.1410
12 H 0.3159 0.1839 -2.6717
13 H 1.7558 0.4326 -1.5743
14 H -0.4025 1.1310 0.0476
15 H -1.7169 0.0633 -2.3644
16 H -2.4277 -0.2556 -0.7819
17 H -2.0098 1.4316 -1.3984
18 H 0.0544 -1.7215 -0.6490
19 H -1.0322 -0.3400 1.6744
20 H -0.9957 -1.8918 1.3441
21 H 0.9943 -2.4738 2.1164
22 H 1.8036 -0.9109 1.9674
23 H 0.7417 -0.3786 4.2614
24 H 0.0888 -1.8561 4.1751

(9)
Below is C6H16N2 as an isolated structure, with properties calculated with the ωB97M-V functional and the def2-TZVPD basis.

Output
E_tot: -9455.375 eV
HOMO energy: -8.382 eV
Gap between HOMO and LUMO: 9.37 eV
E_LUMO: 0.986 eV

Geometry (Å):
1 C 0.4347 -1.6126 -0.6512
2 N -0.2952 -0.5724 -1.4498
3 C 0.6053 0.4329 -1.9689
4 C 0.1282 1.9175 -2.4409
5 C -0.1256 -1.6671 0.7778
6 N 0.1982 -0.5776 1.7178
7 C 0.1543 0.8054 1.1783
8 C -0.7366 -0.5981 2.9005
9 H 0.2345 -2.6606 -0.8881
10 H 1.4559 -1.3996 -0.8947
11 H -0.3132 0.7110 -0.9483
12 H 1.4474 0.6808 -1.3197
13 H 1.0463 0.0754 -2.9055
14 H 0.0172 2.7106 -1.6886
15 H -0.8807 1.6213 -2.9023
16 H 0.7160 2.2395 -3.3131
17 H -1.2869 -1.4762 0.6478
18 H -0.0494 -2.7404 1.2231
19 H 0.9895 1.0280 0.3896
20 H -0.8333 1.0015 0.7444
21 H 0.2180 1.6175 2.0628
22 H -0.4382 0.2283 3.6369
23 H -0.8504 -1.5807 3.4930
24 H -1.8363 -0.1844 2.5991

(10)
Below is the molecule C6H16N2, with properties calculated with the ωB97M-V functional and the def2-TZVPD basis.

Output
E_tot: -9458.744 eV
HOMO energy: -8.308 eV
Gap between HOMO and LUMO: 9.41 eV
E_LUMO: 1.101 eV
SMILES: CCN(CC)CCN

Geometry (Å):
1 C -1.3804 -0.3354 2.3701
2 C -0.2209 0.4217 1.6997
3 N 0.0596 0.1723 0.2824
4 C 1.3871 -0.4307 0.0730
5 C 1.4300 -1.9668 0.6141
6 C -0.3130 1.1654 -0.7889
7 C -0.2615 0.5456 -2.1438
8 N -0.8935 1.3070 -3.2506
9 H -1.0414 -0.2768 3.4490
10 H -2.3082 -0.1322 2.1096
11 H -1.2168 -1.4461 2.1875
12 H -0.3039 1.4969 1.9667
13 H 0.6333 0.1050 2.3063
14 H 2.1761 0.2081 0.6283
15 H 1.8193 -0.4931 -0.9413
16 H 0.4871 -2.1780 0.0878
17 H 2.3025 -2.5041 0.2635
18 H 1.5741 -2.2363 1.6597
19 H -1.4400 1.7238 -0.6263
20 H 0.4642 2.0721 -0.8148
21 H 0.7824 0.3058 -2.5314
22 H -0.7788 -0.4633 -2.2341
23 H -1.1909 2.1002 -2.8171
24 H -1.7662 0.8389 -3.5494

Looking at energy above the lowest of the compared OMol25 structures with the same formula, charge and spin for the records above, in order, we have 302.9 300.3 134.2 446.8 740.5 361.7 635.5 182.2 646.4 321.3 kJ/mol.